Entry 1:
The following is a quantum chemistry calculation of a cluster of 3 separate species, C46H48O6Si in total, from OMol25.

For the frontier orbital gap, the calculation gives 7.445 eV. As for the LUMO energy: -1.64 eV. The total energy comes out at -2522.53988 hartree.

Last column: Löwdin charge in e.
Positions of all 101 atoms, in Å:
1 C -6.45 -3.65 3.02  -0.1608
2 Si -5.40 -2.50 1.93  0.6015
3 C -3.81 -2.02 2.83  -0.1521
4 C -4.92 -3.43 0.36  -0.2718
5 C -3.99 -4.61 0.64  -0.2589
6 C -3.78 -5.51 -0.59  -0.2030
7 C -2.37 -5.44 -1.16  -0.2066
8 C -1.91 -4.01 -1.46  -0.1964
9 C -0.37 -3.85 -1.46  -0.1628
10 C 0.21 -3.36 -2.81  -0.1656
11 C 1.07 -2.07 -2.74  -0.1217
12 C 0.72 -1.08 -1.65  -0.0923
13 C 1.72 -0.65 -0.75  -0.1292
14 C 3.17 -1.08 -0.82  -0.1158
15 C 4.16 0.09 -0.57  -0.1473
16 C 4.77 0.06 0.82  -0.2440
17 C 4.69 1.13 1.70  -0.0673
18 C 5.27 1.03 2.97  -0.0783
19 C 5.94 -0.13 3.34  -0.1006
20 C 6.05 -1.19 2.47  -0.0810
21 C 5.46 -1.09 1.21  -0.0501
22 C 1.38 0.23 0.29  0.0013
23 C 0.10 0.72 0.47  0.0160
24 C -0.87 0.32 -0.44  -0.0893
25 C -0.57 -0.55 -1.49  -0.0378
26 C -1.69 -0.84 -2.42  -0.3347
27 O -1.55 -1.08 -3.60  0.1180
28 C -3.06 -0.76 -1.86  0.0157
29 C -3.34 0.05 -0.84  0.0345
30 C -2.25 0.86 -0.25  -0.3467
31 O -2.47 1.87 0.34  0.1238
32 C -6.46 -1.00 1.52  -0.2576
33 C -6.91 -0.12 2.51  -0.0967
34 C -7.68 1.00 2.18  -0.0837
35 C -8.02 1.22 0.85  -0.0900
36 C -7.60 0.36 -0.15  -0.0808
37 C -6.82 -0.74 0.19  -0.1209
38 H -5.91 -3.97 3.91  0.0240
39 H -7.34 -3.11 3.33  0.0227
40 H -6.80 -4.50 2.43  0.0271
41 H -3.71 -2.63 3.73  0.0262
42 H -2.96 -2.25 2.19  0.0161
43 H -3.77 -0.98 3.12  0.0272
44 H -5.84 -3.77 -0.12  0.0840
45 H -4.45 -2.71 -0.31  0.0480
46 H -3.04 -4.24 1.03  0.0950
47 H -4.45 -5.18 1.44  0.0984
48 H -4.54 -5.27 -1.33  0.1064
49 H -3.99 -6.54 -0.29  0.1042
50 H -1.68 -5.96 -0.49  0.1091
51 H -2.36 -6.01 -2.10  0.1125
52 H -2.34 -3.33 -0.73  0.0819
53 H -2.32 -3.75 -2.43  0.1107
54 H 0.02 -4.85 -1.29  0.0968
55 H -0.04 -3.25 -0.62  0.1094
56 H 0.86 -4.14 -3.19  0.1040
57 H -0.55 -3.24 -3.57  0.0890
58 H 2.10 -2.38 -2.70  0.0869
59 H 0.96 -1.55 -3.69  0.1215
60 H 3.37 -1.85 -0.08  0.1158
61 H 3.43 -1.49 -1.79  0.0950
62 H 4.97 0.07 -1.29  0.1130
63 H 3.67 1.04 -0.73  0.0987
64 H 4.18 2.04 1.42  0.1083
65 H 5.17 1.87 3.64  0.1001
66 H 6.37 -0.20 4.33  0.0985
67 H 6.57 -2.10 2.73  0.0995
68 H 5.54 -1.92 0.53  0.1118
69 H 2.15 0.54 0.98  0.1051
70 H -0.12 1.38 1.29  0.1213
71 H -3.84 -1.34 -2.33  0.1221
72 H -4.35 0.14 -0.46  0.1051
73 H -6.65 -0.28 3.55  0.1037
74 H -8.01 1.69 2.94  0.0997
75 H -8.61 2.09 0.59  0.0998
76 H -7.89 0.54 -1.18  0.1000
77 H -6.47 -1.40 -0.60  0.0876
78 C 6.58 4.79 -0.55  0.0319
79 C 7.70 5.47 -0.29  0.0288
80 C 8.96 4.78 0.08  -0.3872
81 O 9.97 5.39 0.31  0.1030
82 C 8.93 3.29 0.15  0.0222
83 C 7.82 2.61 -0.10  0.0276
84 C 6.56 3.31 -0.47  -0.3581
85 O 5.54 2.68 -0.71  0.0914
86 H 5.65 5.27 -0.82  0.0811
87 H 7.74 6.55 -0.34  0.1231
88 H 9.86 2.81 0.42  0.1212
89 H 7.77 1.53 -0.05  0.1225
90 C 0.72 5.42 -1.97  0.0284
91 C 2.05 5.40 -2.08  0.0264
92 C 2.89 6.35 -1.32  -0.3649
93 O 4.11 6.34 -1.42  0.0732
94 C 2.21 7.31 -0.41  0.0216
95 C 0.89 7.32 -0.30  0.0250
96 C 0.04 6.38 -1.07  -0.3826
97 O -1.17 6.39 -0.96  0.1183
98 H 0.09 4.74 -2.52  0.1245
99 H 2.57 4.71 -2.73  0.1244
100 H 2.85 7.99 0.14  0.1220
101 H 0.37 8.02 0.35  0.1231

***

Entry 2:
The following is a quantum chemistry calculation of a structure of composition C46H51AsN4O2PSSi2Y, from OMol25.

For the frontier orbital gap (alpha / beta), the calculation gives 3.318 / 3.554 eV. As for the LUMO energy (alpha / beta): 4.00 / 4.00 eV. The total energy comes out at -5744.98113 hartree. The charge is -2.

Last column: Löwdin charge in e.
Positions of all 109 atoms, in Å:
1 Y -0.03 0.29 2.09  0.7256
2 C -0.04 -2.43 4.62  -0.3118
3 Si 0.11 -2.39 2.78  0.4439
4 C -1.32 -3.19 1.92  -0.2573
5 C 1.76 -3.11 2.20  -0.3040
6 C 2.03 -4.47 2.45  -0.1221
7 C 3.23 -5.04 2.05  -0.1360
8 C 4.18 -4.28 1.38  -0.1341
9 C 3.93 -2.93 1.12  -0.1164
10 C 2.72 -2.33 1.52  -0.3028
11 Si 2.45 -0.50 1.14  0.4990
12 C 3.68 0.57 2.02  -0.2321
13 C 2.40 -0.19 -0.68  -0.2747
14 H -0.05 -3.46 4.99  -0.0067
15 H -0.97 -1.95 4.95  -0.0072
16 H 0.79 -1.91 5.10  0.0118
17 H -1.39 -4.26 2.17  0.0170
18 H -1.22 -3.11 0.83  -0.0407
19 H -2.26 -2.72 2.21  0.0305
20 H 1.31 -5.10 2.97  0.0871
21 H 3.43 -6.09 2.25  0.0795
22 H 5.12 -4.73 1.07  0.0798
23 H 4.70 -2.36 0.60  0.0890
24 H 4.70 0.37 1.67  0.0131
25 H 3.65 0.40 3.10  0.0204
26 H 3.47 1.63 1.85  -0.0066
27 H 3.36 -0.42 -1.15  0.0429
28 H 2.17 0.86 -0.89  -0.0095
29 H 1.64 -0.80 -1.17  -0.0040
30 N 4.21 7.97 1.74  0.0600
31 C 3.51 6.78 1.50  -0.3406
32 C 2.13 6.80 1.24  -0.0440
33 C 1.45 5.63 0.91  -0.0592
34 C 2.16 4.43 0.80  -0.2536
35 C 3.54 4.40 0.98  -0.0464
36 C 4.21 5.58 1.30  -0.0385
37 S 1.24 2.91 0.42  0.7103
38 O 2.31 1.91 0.26  -0.4473
39 O 0.60 3.29 -0.84  -0.3326
40 N 0.21 2.61 1.61  -0.2295
41 C 0.85 2.36 3.06  -0.3299
42 N 1.29 3.55 3.49  0.0586
43 C 1.88 3.60 4.71  -0.2201
44 C 2.05 2.55 5.60  -0.1545
45 C 1.56 1.32 5.25  -0.2269
46 N 0.96 1.11 4.08  -0.0637
47 H 3.63 8.67 2.19  0.0752
48 H 5.08 7.82 2.23  0.0760
49 H 1.58 7.73 1.30  0.0975
50 H 0.38 5.64 0.74  0.1149
51 H 4.08 3.47 0.87  0.1051
52 H 5.29 5.55 1.42  0.0998
53 H 2.25 4.59 4.97  0.0697
54 H 2.54 2.71 6.55  0.0647
55 H 1.65 0.46 5.90  0.0953
56 C -1.74 -1.47 -1.70  -0.3779
57 C -2.46 -2.71 -1.16  -0.4409
58 As -3.05 -3.99 -2.57  1.2682
59 C -1.35 -4.32 -3.51  -0.4143
60 C -1.38 -4.73 -4.85  -0.1526
61 C -0.19 -4.99 -5.54  -0.1026
62 C 1.04 -4.84 -4.90  -0.1015
63 C 1.08 -4.45 -3.56  -0.0725
64 C -0.11 -4.20 -2.87  -0.1025
65 C -3.90 -2.59 -3.67  -0.4231
66 C -3.29 -2.03 -4.81  -0.1083
67 C -3.95 -1.03 -5.53  -0.0869
68 C -5.21 -0.59 -5.13  -0.1042
69 C -5.82 -1.14 -4.00  -0.0966
70 C -5.16 -2.13 -3.27  -0.1313
71 P -1.16 -0.38 -0.30  1.0331
72 C -2.80 0.28 0.26  -0.3704
73 C -3.11 0.23 1.62  -0.2202
74 C -4.34 0.70 2.09  -0.0994
75 C -5.27 1.24 1.20  -0.1185
76 C -4.97 1.30 -0.17  -0.1264
77 C -3.74 0.82 -0.64  -0.1162
78 C -0.45 1.01 -1.31  -0.3548
79 C -0.95 2.32 -1.26  -0.1296
80 C -0.36 3.33 -2.04  -0.2412
81 C 0.72 3.03 -2.88  -0.1179
82 C 1.22 1.73 -2.93  -0.0965
83 C 0.64 0.72 -2.15  -0.2094
84 H -2.38 -0.90 -2.39  0.0696
85 H -0.84 -1.78 -2.28  0.0630
86 H -3.37 -2.38 -0.60  0.0755
87 H -1.80 -3.25 -0.45  0.0113
88 H -2.33 -4.85 -5.36  0.0913
89 H -0.22 -5.30 -6.58  0.0899
90 H 1.96 -5.04 -5.43  0.0913
91 H 2.03 -4.35 -3.05  0.1047
92 H -0.05 -3.91 -1.83  0.0977
93 H -2.31 -2.34 -5.13  0.0857
94 H -3.48 -0.60 -6.40  0.0955
95 H -5.72 0.19 -5.69  0.0903
96 H -6.79 -0.79 -3.68  0.0938
97 H -5.64 -2.55 -2.39  0.0912
98 H -2.40 -0.19 2.32  -0.0692
99 H -4.57 0.65 3.15  0.0973
100 H -6.21 1.61 1.56  0.0822
101 H -5.69 1.72 -0.86  0.0776
102 H -3.53 0.89 -1.70  0.0928
103 H -1.77 2.59 -0.61  0.1116
104 H -0.75 4.34 -2.00  0.1313
105 H 1.16 3.81 -3.48  0.0826
106 H 2.06 1.50 -3.57  0.0978
107 H 1.05 -0.28 -2.20  0.0525
108 H -1.89 0.65 2.87  -0.0031
109 H -0.68 -0.34 3.93  -0.0037

***

Entry 3:
The following is a quantum chemistry calculation of a structure of composition C46H51F9N2O2P2ReSi, from OMol25.

For the frontier orbital gap (alpha / beta), the calculation gives 7.164 / 6.680 eV. As for the LUMO energy (alpha / beta): -0.13 / -0.24 eV. The total energy comes out at -3992.71729 hartree. As for the multiplicity: 4. The expectation value of S² is 3.77.

Last column: Löwdin charge in e.
Positions of all 114 atoms, in Å:
1 Re -0.65 0.03 0.12  0.9422
2 N -0.61 -0.53 2.19  -0.1212
3 C -1.61 0.03 3.16  -0.1068
4 C -1.97 1.49 2.75  -0.6658
5 O -2.27 2.26 3.69  0.0118
6 O -1.91 1.65 1.50  -0.1987
7 H -0.58 -1.55 2.22  0.0465
8 H 0.34 -0.27 2.48  0.0648
9 H -1.22 -0.01 4.18  0.1151
10 H -2.55 -0.56 3.11  0.1198
11 C -2.26 -1.36 -0.01  -0.4042
12 Si -1.92 -3.26 -0.18  0.6787
13 C -0.21 -3.72 0.56  -0.2411
14 N 0.85 -2.69 0.60  -0.2288
15 C 1.72 -2.85 1.80  -0.2151
16 C 2.67 -4.06 1.70  -0.1757
17 C 3.33 -4.11 0.31  -0.1908
18 C 3.08 -2.85 -0.53  -0.1851
19 C 1.60 -2.54 -0.70  -0.1940
20 C -3.19 -4.27 0.78  -0.2426
21 C -4.03 -5.17 0.13  -0.0858
22 C -4.91 -5.96 0.86  -0.0871
23 C -4.94 -5.92 2.24  -0.0881
24 C -4.06 -5.06 2.89  -0.0947
25 C -3.20 -4.24 2.18  -0.1099
26 C -2.07 -3.80 -1.99  -0.2983
27 C -3.21 -3.44 -2.71  -0.1261
28 C -3.39 -3.85 -4.03  -0.0752
29 C -2.45 -4.67 -4.63  -0.0892
30 C -1.34 -5.07 -3.92  -0.0803
31 C -1.15 -4.64 -2.61  -0.1109
32 H -2.98 -1.20 0.82  0.0004
33 H -2.78 -1.02 -0.93  -0.0348
34 H 0.18 -4.63 0.04  0.0872
35 H -0.39 -4.07 1.60  0.0820
36 H 1.05 -2.96 2.69  0.1191
37 H 2.33 -1.94 1.93  0.1008
38 H 2.11 -4.98 1.94  0.1095
39 H 3.42 -3.95 2.49  0.1117
40 H 3.02 -5.01 -0.27  0.1165
41 H 4.42 -4.25 0.42  0.1088
42 H 3.58 -2.91 -1.52  0.1184
43 H 3.60 -1.99 -0.04  0.1072
44 H 1.13 -3.18 -1.47  0.1053
45 H 1.46 -1.51 -1.05  0.0394
46 H -4.01 -5.25 -0.95  0.0896
47 H -5.57 -6.63 0.32  0.1023
48 H -5.61 -6.55 2.81  0.1033
49 H -4.04 -5.02 3.97  0.1030
50 H -2.53 -3.57 2.72  0.0955
51 H -3.97 -2.86 -2.21  0.1101
52 H -4.29 -3.57 -4.57  0.1039
53 H -2.61 -5.02 -5.64  0.1006
54 H -0.59 -5.70 -4.38  0.1036
55 H -0.29 -5.00 -2.05  0.0863
56 F -1.82 5.13 -4.89  0.1084
57 C -1.77 5.89 -3.73  -0.4865
58 F -1.01 7.00 -3.97  0.1109
59 F -3.06 6.30 -3.44  0.1044
60 C -1.20 5.11 -2.59  -0.1053
61 C -2.04 4.34 -1.75  0.0035
62 C -1.49 3.55 -0.74  -0.1035
63 C -0.11 3.40 -0.63  -0.3624
64 C 0.72 4.23 -1.36  -0.0752
65 C 0.19 5.07 -2.33  0.0032
66 P 0.56 2.24 0.62  1.0245
67 C 0.42 3.16 2.20  -0.3324
68 C -0.23 4.39 2.24  -0.0440
69 C -0.32 5.08 3.45  0.0088
70 C 0.23 4.56 4.63  -0.1026
71 C 0.94 3.34 4.55  0.0137
72 C 1.04 2.67 3.34  -0.0756
73 C 0.11 5.36 5.91  -0.4808
74 F 0.50 6.67 5.68  0.1030
75 F -1.18 5.34 6.39  0.1173
76 F 0.94 4.82 6.86  0.1048
77 C 2.35 2.26 0.54  -0.4905
78 C 3.03 3.53 0.65  -0.0746
79 C 4.32 3.65 0.22  -0.0149
80 C 5.00 2.64 -0.58  -0.1037
81 C 4.33 1.49 -0.92  0.0279
82 C 3.08 1.14 -0.29  -0.2120
83 C 6.47 2.85 -0.93  -0.4866
84 F 6.65 4.16 -1.27  0.1179
85 F 7.33 2.55 0.12  0.1067
86 F 6.81 2.05 -2.01  0.0947
87 H -3.11 4.42 -1.88  0.1242
88 H -2.15 3.07 -0.01  0.1007
89 H 1.79 4.24 -1.21  0.0978
90 H 0.85 5.70 -2.89  0.1181
91 H -0.71 4.80 1.36  0.1064
92 H -0.83 6.05 3.48  0.1338
93 H 1.39 2.93 5.45  0.1221
94 H 1.63 1.75 3.32  0.1042
95 H 2.52 4.39 1.08  0.1235
96 H 4.87 4.54 0.50  0.1186
97 H 4.78 0.76 -1.60  0.1287
98 H 2.41 0.44 -0.82  0.0907
99 C 3.00 1.08 1.20  -0.0885
100 H 2.31 0.29 1.58  0.0798
101 H 3.92 1.30 1.77  0.1466
102 C 0.69 1.28 -3.21  -0.2460
103 P -0.56 0.27 -2.27  0.6820
104 C -0.32 -1.22 -3.38  -0.2442
105 C -2.19 0.88 -2.94  -0.2366
106 H 0.55 1.06 -4.28  0.0441
107 H 1.73 1.01 -2.93  0.0400
108 H 0.54 2.35 -3.05  0.0123
109 H -0.56 -0.91 -4.41  0.0521
110 H -0.98 -2.04 -3.08  0.0066
111 H 0.71 -1.57 -3.32  0.0381
112 H -2.06 1.21 -3.98  0.0486
113 H -2.60 1.70 -2.33  0.0233
114 H -2.91 0.03 -2.93  0.0405

***

Entry 4:
The following is a quantum chemistry calculation of a structure of composition C46H51N8OPRhS2, from OMol25.

For the frontier orbital gap, the calculation gives 6.467 eV. As for the LUMO energy: 1.65 eV. The total energy comes out at -3545.16137 hartree. The charge is -1.

Last column: Löwdin charge in e.
Positions of all 110 atoms, in Å:
1 Rh 0.34 1.61 2.06  0.9106
2 N 10.04 -1.07 0.16  0.1418
3 C 8.98 -0.71 0.42  -0.1927
4 C 7.65 -0.27 0.75  -0.2391
5 C 7.46 0.64 1.79  -0.0200
6 C 6.18 1.06 2.11  -0.0129
7 C 5.09 0.58 1.40  -0.1826
8 C 5.28 -0.33 0.36  0.0001
9 C 6.56 -0.76 0.04  -0.0159
10 C 3.70 1.03 1.73  -0.0444
11 C 3.17 0.60 2.94  -0.2532
12 C 3.85 -0.10 3.98  -0.0401
13 C 2.96 -0.20 5.02  -0.0799
14 C 1.76 0.40 4.58  -0.1454
15 N 1.88 0.87 3.35  -0.0225
16 C 3.11 1.87 0.79  -0.2551
17 C 3.77 2.49 -0.31  -0.0398
18 C 2.88 3.39 -0.86  -0.0813
19 C 1.69 3.27 -0.10  -0.1516
20 N 1.82 2.39 0.87  -0.0474
21 H 8.32 1.02 2.34  0.1173
22 H 6.03 1.77 2.91  0.1293
23 H 4.43 -0.70 -0.18  0.1207
24 H 6.71 -1.47 -0.76  0.1183
25 H 4.87 -0.45 3.96  0.0991
26 H 3.13 -0.66 5.99  0.0846
27 H 0.83 0.49 5.12  0.1005
28 H 4.79 2.32 -0.60  0.1057
29 H 3.04 4.05 -1.70  0.0897
30 H 0.76 3.80 -0.24  0.1033
31 S -0.57 3.42 3.78  0.5704
32 C -1.37 1.97 4.18  -0.8051
33 C -2.27 1.74 5.25  -0.1018
34 C -2.69 0.46 5.51  -0.0895
35 C -2.23 -0.61 4.72  -0.0798
36 C -1.40 -0.32 3.67  -0.1578
37 N -1.03 0.93 3.40  -0.1463
38 H -2.58 2.58 5.85  0.0969
39 H -3.37 0.27 6.33  0.0991
40 H -2.52 -1.63 4.93  0.0938
41 H -0.98 -1.06 3.00  0.0843
42 C -6.67 1.89 -3.46  -0.0435
43 C -6.49 2.65 -4.75  -0.7475
44 O -7.33 2.66 -5.62  -0.0186
45 S -5.02 3.64 -5.01  1.0133
46 C -4.04 3.37 -3.56  -0.5801
47 C -3.15 2.30 -3.51  -0.1025
48 C -2.41 2.07 -2.36  -0.0372
49 C -2.52 2.91 -1.24  -0.2481
50 C -3.39 4.01 -1.33  -0.0244
51 C -4.14 4.23 -2.47  -0.1041
52 C -1.76 2.63 -0.08  -0.1161
53 C -1.02 2.27 0.82  -0.1903
54 H -7.27 1.01 -3.67  0.0858
55 H -7.22 2.53 -2.77  0.0958
56 H -5.73 1.61 -2.99  0.0549
57 H -3.05 1.64 -4.36  0.1079
58 H -1.73 1.22 -2.30  0.0881
59 H -3.48 4.67 -0.48  0.1157
60 H -4.82 5.07 -2.52  0.1022
61 N 0.31 -0.06 0.96  -0.2395
62 P -0.31 -0.91 -0.13  0.5410
63 N -1.98 -1.03 -0.29  -0.1953
64 C -2.91 -0.54 0.72  -0.2246
65 C -4.21 -0.07 0.08  -0.1616
66 C -4.92 -1.22 -0.67  -0.1887
67 C -3.92 -2.31 -1.06  -0.1864
68 C -2.57 -1.71 -1.44  -0.2205
69 N 0.11 -2.56 0.00  -0.2087
70 C 1.54 -2.79 0.14  -0.2441
71 C 1.90 -4.23 -0.19  -0.1738
72 C 0.92 -5.22 0.49  -0.1944
73 C 0.08 -4.50 1.55  -0.1938
74 C -0.72 -3.38 0.90  -0.2146
75 N 0.24 -0.60 -1.69  -0.1910
76 C 0.44 -1.57 -2.76  -0.2309
77 C 1.77 -1.33 -3.46  -0.1885
78 C 1.75 0.03 -4.18  -0.1917
79 C 0.93 1.06 -3.37  -0.1703
80 C 0.89 0.70 -1.89  -0.2295
81 H -2.44 0.29 1.24  0.0676
82 H -3.13 -1.32 1.47  0.1075
83 H -3.97 0.74 -0.60  0.0874
84 H -4.86 0.35 0.86  0.1132
85 H -5.40 -0.83 -1.56  0.0936
86 H -5.71 -1.65 -0.05  0.1008
87 H -4.30 -2.91 -1.89  0.1072
88 H -3.77 -3.00 -0.22  0.1007
89 H -2.71 -1.03 -2.29  0.1098
90 H -1.89 -2.50 -1.78  0.0969
91 H 1.89 -2.51 1.15  0.1103
92 H 2.05 -2.11 -0.54  0.0908
93 H 2.92 -4.43 0.13  0.1038
94 H 1.87 -4.37 -1.27  0.0981
95 H 1.46 -6.05 0.94  0.0989
96 H 0.24 -5.64 -0.25  0.1051
97 H 0.73 -4.09 2.33  0.1119
98 H -0.60 -5.19 2.04  0.1083
99 H -1.20 -2.77 1.67  0.0886
100 H -1.54 -3.83 0.31  0.1054
101 H -0.37 -1.51 -3.51  0.1114
102 H 0.40 -2.57 -2.34  0.0912
103 H 1.98 -2.13 -4.17  0.1063
104 H 2.56 -1.35 -2.71  0.0987
105 H 1.32 -0.09 -5.17  0.1011
106 H 2.78 0.39 -4.32  0.1014
107 H -0.09 1.10 -3.76  0.0930
108 H 1.34 2.06 -3.48  0.1075
109 H 0.33 1.45 -1.34  0.0715
110 H 1.91 0.71 -1.48  0.1059